The following is a quantum chemistry calculation of a cluster of 3 separate species, C5H18N2O2S in total at a distorted geometry, from the Open Molecules 2025 dataset.

## Properties
Lowest unoccupied orbital energy = 0.45 eV
Calculated total energy = -859.4548 a.u.
M = 170.28 g mol⁻¹
Frontier orbital gap = 9.22 eV
Energy relative to the best compared isomer or geometry (same formula, charge and spin) = 0.439 eV

Last column: Mulliken charge in e.
Positions of all 28 atoms, in Å:
C: 3.032 1.042 -0.170  -1.01
C: 1.889 1.911 0.373  -0.34
N: 0.858 1.042 0.979  -0.30
C: 0.013 0.314 -0.018  -0.86
C: -0.601 -0.881 0.725  0.36
N: -2.028 -0.989 0.337  -0.55
C: 0.216 -2.154 0.540  -1.02
S: 0.177 -2.905 -1.121  -0.20
H: 2.738 0.569 -1.075  0.32
H: 3.963 1.668 -0.476  0.33
H: 3.349 0.229 0.611  0.22
H: 2.306 2.639 1.163  0.34
H: 1.504 2.563 -0.463  0.24
H: 0.257 1.585 1.580  0.28
H: -0.780 0.989 -0.438  0.33
H: 0.670 0.031 -0.875  0.31
H: -0.615 -0.640 1.807  0.26
H: -2.150 -0.956 -0.632  0.19
H: -2.494 -1.858 0.684  0.24
H: 1.291 -1.938 0.881  0.33
H: -0.124 -2.946 1.242  0.43
H: 1.109 -2.205 -1.671  0.09
O: -2.248 1.726 1.724  -0.61
H: -3.097 2.074 1.697  0.29
H: -2.310 0.873 1.337  0.38
O: -2.564 -0.588 -2.625  -0.66
H: -2.298 -1.347 -3.155  0.31
H: -2.064 0.151 -2.962  0.31